Molecular formula: C4H6S2
Method: DFT, wB97M-V/def2-TZVPD

- max |F| (eV Å⁻¹) = 3.065
- LUMO level (eV) = 0.65
- E_tot (a.u.) = -952.2523
- M (g mol⁻¹) = 118.2
- orbital gap (Eh) = 0.34601
- HOMO (eV) = -8.765
- SMILES = C1SC[C@H]2S[C@H]12

Element x y z (Å)
C (0.57, -1.45, 0.28)
S (1.91, -0.04, -0.07)
C (0.67, 1.46, -0.05)
C (-0.58, 0.63, 0.49)
S (-2.14, 0.01, -0.05)
C (-0.49, -0.58, -0.49)
H (0.97, -2.44, -0.27)
H (0.32, -1.28, 1.41)
H (0.73, 1.87, -1.12)
H (1.20, 2.18, 0.59)
H (-0.25, 0.32, 1.53)
H (-0.25, -0.44, -1.56)

Results of the Mulliken charge analysis, in e, for atoms 1 through 5:
1. C -0.52
2. S -0.12
3. C -0.58
4. C -0.18
5. S -0.13


Molecular formula: C4H6S2
Method: DFT, wB97M-V/def2-TZVPD

- max |F| (eV Å⁻¹) = 3.502
- LUMO level (eV) = 0.05
- E_tot (a.u.) = -952.3678
- M (g mol⁻¹) = 118.2
- orbital gap (Eh) = 0.31411
- HOMO (eV) = -8.495
- SMILES = S=C1CCCS1

Element x y z (Å)
S (-3.05, -0.53, -0.03)
C (-1.44, -0.38, 0.01)
C (-0.67, 0.87, 0.17)
C (0.72, 0.52, -0.27)
C (1.15, -0.88, 0.19)
S (-0.43, -1.81, -0.07)
H (-1.16, 1.63, -0.46)
H (-0.73, 1.19, 1.20)
H (1.46, 1.42, -0.17)
H (0.74, 0.32, -1.35)
H (1.91, -1.34, -0.47)
H (1.51, -1.03, 1.25)

Results of the Mulliken charge analysis, in e, for atoms 1 through 5:
1. S -0.27
2. C 0.14
3. C -0.46
4. C -0.61
5. C -0.54


Molecular formula: C4H6S2
Method: DFT, wB97M-V/def2-TZVPD

- max |F| (eV Å⁻¹) = 7.833
- LUMO level (eV) = -0.73
- E_tot (a.u.) = -952.2314
- M (g mol⁻¹) = 118.2
- orbital gap (Eh) = 0.29175
- HOMO (eV) = -8.674

Element x y z (Å)
C (-1.26, -0.89, 1.72)
C (-0.60, 0.25, 1.16)
C (0.79, 0.96, -0.85)
C (0.69, -0.40, -1.62)
H (-1.81, -1.51, 0.67)
H (-1.12, -1.40, 2.70)
H (0.08, 0.84, 1.83)
H (1.08, 1.92, -1.53)
H (1.47, 1.19, 0.01)
H (0.10, -1.11, -0.94)
S (-1.05, 0.99, -0.22)
S (1.63, -0.85, -2.93)

Results of the Mulliken charge analysis, in e, for atoms 1 through 5:
1. C -0.60
2. C -0.10
3. C -0.38
4. C -0.11
5. H 0.13


Molecular formula: C4H6S2
Method: DFT, wB97M-V/def2-TZVPD

- max |F| (eV Å⁻¹) = 5.890
- LUMO level (spin up / spin down) (eV) = -1.45 / -1.45
- E_tot (a.u.) = -952.1756
- M (g mol⁻¹) = 118.2
- orbital gap (spin up / spin down) (Eh) = 0.26358 / 0.26350
- HOMO (spin up / spin down) (eV) = -8.619 / -8.619

Element x y z (Å)
C (-1.26, 0.06, 0.64)
C (0.23, -0.10, 0.68)
C (-0.59, -0.63, -0.40)
C (1.05, 1.14, 0.39)
S (-2.52, 0.61, 1.39)
S (-0.74, -2.39, -0.93)
H (0.65, -0.89, 1.26)
H (-0.69, 0.14, -2.09)
H (1.77, 1.13, 1.12)
H (0.43, 2.10, 0.50)
H (1.48, 1.29, -0.56)
H (0.18, -2.47, -2.01)

Results of the Mulliken charge analysis, in e, for atoms 1 through 5:
1. C -0.07
2. C 0.08
3. C -0.04
4. C -1.24
5. S -0.35


Molecular formula: C4H6S2
Method: DFT, wB97M-V/def2-TZVPD

- max |F| (eV Å⁻¹) = 2.158
- LUMO level (eV) = -0.61
- E_tot (a.u.) = -952.3324
- M (g mol⁻¹) = 118.2
- orbital gap (Eh) = 0.29641
- HOMO (eV) = -8.674
- SMILES = CS/C=C/C=S

Element x y z (Å)
C (-2.48, 0.36, 0.34)
S (-1.38, -1.00, -0.17)
C (0.17, -0.13, -0.26)
C (1.31, -0.67, 0.15)
C (2.58, 0.00, -0.31)
S (4.08, -0.38, 0.14)
H (-3.46, -0.15, 0.33)
H (-2.56, 1.10, -0.47)
H (-2.23, 0.87, 1.28)
H (0.26, 0.86, -0.69)
H (1.36, -1.63, 0.67)
H (2.35, 0.77, -1.01)

Results of the Mulliken charge analysis, in e, for atoms 1 through 5:
1. C -0.81
2. S -0.05
3. C -0.40
4. C 0.07
5. C -0.32


Molecular formula: C4H6S2
Method: DFT, wB97M-V/def2-TZVPD

- max |F| (eV Å⁻¹) = 5.907
- LUMO level (eV) = 0.66
- E_tot (a.u.) = -952.2680
- M (g mol⁻¹) = 118.2
- orbital gap (Eh) = 0.33858
- HOMO (eV) = -8.549
- SMILES = C1S[C@H]1[C@H]1CS1

Element x y z (Å)
C (1.50, -0.57, 0.16)
S (1.75, 1.00, -0.98)
C (0.63, 0.64, 0.43)
C (-0.86, 0.62, 0.13)
C (-1.46, -0.24, -0.80)
S (-1.39, -0.94, 0.96)
H (1.19, -1.51, -0.14)
H (2.25, -0.69, 1.04)
H (0.82, 0.93, 1.49)
H (-1.10, 1.79, 0.36)
H (-0.93, -0.82, -1.36)
H (-2.40, -0.22, -1.28)

Results of the Mulliken charge analysis, in e, for atoms 1 through 5:
1. C -0.82
2. S -0.16
3. C -0.14
4. C 0.13
5. C -0.82